1.
Formula: C36H81O39P3
Source: the Open Molecules 2025 dataset
Level of theory: the ωB97M-V functional and the def2-TZVPD basis

Structure (XYZ):
```
159
Properties=species:S:1:pos:R:3:mulliken_charge:R:1
C -4.6206 -15.9361 18.5061 1.140
O -4.4108 -14.5837 18.1838 -0.369
P -4.3981 -13.4224 19.2035 0.122
O -4.1782 -12.1536 18.5407 -0.912
O -5.7806 -13.4249 19.9074 -0.057
C -6.8683 -12.9660 19.1765 -0.795
O -3.3692 -13.8456 20.3188 0.741
C -2.9229 -12.8564 21.2075 -0.788
H -4.6019 -16.5355 17.6234 0.347
H -5.6601 -16.0487 18.9087 -0.704
H -3.9875 -16.2487 19.2914 -0.352
H -6.7650 -13.2698 18.1040 0.234
H -6.8099 -11.8687 19.2365 0.344
H -7.8245 -13.2942 19.5508 0.170
H -2.6166 -11.9653 20.6904 0.603
H -2.0848 -13.3283 21.8030 0.009
H -3.7104 -12.3848 21.8557 0.071
C -1.5237 -14.0950 16.5582 -0.643
O -1.3804 -15.4367 17.1370 0.393
P -0.0076 -16.1989 17.0986 0.881
O -0.1108 -17.4981 17.8526 -0.772
O 0.2487 -16.4267 15.5139 -0.372
C 1.4581 -16.9860 15.1053 -0.792
O 1.0521 -15.1400 17.5767 -0.437
C 1.9169 -15.3734 18.7816 -0.515
H -2.0710 -13.5854 17.3312 0.032
H -2.0712 -14.2556 15.6478 0.218
H -0.5996 -13.5859 16.4397 0.366
H 1.5539 -18.0415 15.4081 0.280
H 2.3643 -16.4796 15.5158 0.293
H 1.5301 -16.9259 14.0331 0.286
H 2.9792 -15.2059 18.4700 0.297
H 1.6594 -16.3440 19.1688 0.271
H 1.6136 -14.5474 19.3881 0.234
C -1.2399 -16.4009 20.8973 0.066
O -1.8628 -17.0461 21.9674 0.968
P -2.4705 -16.2217 23.1800 -0.106
O -1.5984 -15.1453 23.6779 -0.117
O -3.9314 -15.6855 22.7905 0.788
C -4.7695 -16.6035 22.1675 0.282
O -2.8840 -17.3341 24.2458 0.087
C -1.9044 -18.0857 25.0619 -0.658
H -1.8876 -15.6566 20.5116 -0.268
H -1.1157 -17.1367 20.0899 -0.119
H -0.2762 -15.9610 21.1679 -0.515
H -5.5294 -16.0053 21.5627 0.020
H -5.4205 -17.1583 22.8834 0.057
H -4.2906 -17.2661 21.4277 -0.694
H -1.4144 -17.3965 25.7398 0.065
H -1.1831 -18.6140 24.4073 0.106
H -2.4753 -18.7208 25.7495 0.373
C -4.0408 -21.7407 17.8187 -0.331
O -3.4013 -21.1169 16.7410 -0.381
C -3.5491 -19.7627 16.7452 0.558
O -4.0287 -19.0148 17.5807 -0.194
O -3.0509 -19.3398 15.5665 -0.421
C -3.1170 -17.8947 15.4311 -0.229
H -4.7277 -22.5021 17.4601 0.385
H -4.7301 -21.1055 18.3335 -0.108
H -3.3887 -22.1582 18.6399 0.281
H -2.3103 -17.6213 14.7329 0.247
H -2.9189 -17.4118 16.3954 -0.202
H -4.0128 -17.5265 15.0474 0.428
C 1.1710 -15.4447 23.7801 0.142
O 1.3267 -16.8974 23.9466 -0.222
C 1.4726 -17.6720 22.8251 0.692
O 1.5557 -17.1607 21.7100 -0.573
O 1.3992 -18.9704 22.9724 -0.367
C 1.2476 -19.6299 21.6880 -0.326
H 0.6242 -15.1214 24.6462 -0.330
H 0.5531 -15.2829 22.9067 -0.090
H 2.1138 -14.9367 23.7288 0.562
H 0.4633 -19.0793 21.1505 -0.048
H 0.8843 -20.6284 21.9196 0.254
H 2.1883 -19.6716 21.1533 0.303
C -5.3679 -16.7735 31.2169 -0.865
O -4.2040 -16.5781 30.3757 -0.197
C -3.5847 -17.6941 29.9624 0.643
O -3.9208 -18.8465 30.1530 -0.604
O -2.5469 -17.3566 29.1795 -0.328
C -2.0276 -16.0151 29.3155 0.210
H -6.2312 -17.1480 30.6615 0.271
H -5.5137 -15.7507 31.6116 0.270
H -5.0901 -17.3161 32.0772 0.417
H -1.2490 -16.0066 28.5432 -0.035
H -1.5764 -15.8394 30.3147 0.453
H -2.7524 -15.1729 29.2085 -0.113
C -7.7407 -17.3185 17.7591 -0.487
O -8.1471 -16.1362 18.5213 -0.287
C -8.6845 -16.4226 19.7232 0.936
O -8.7872 -15.6489 20.6430 -0.590
O -9.2462 -17.6640 19.7866 -0.325
C -9.8141 -18.0204 21.0756 -0.562
H -6.9117 -17.8295 18.2949 0.065
H -7.3691 -17.0018 16.8153 0.308
H -8.5250 -18.0382 17.5956 0.403
H -8.9354 -18.5656 21.5603 0.129
H -10.5870 -18.6753 20.8011 0.258
H -10.1107 -17.1102 21.6822 0.282
C -5.8670 -13.3384 24.3371 -0.386
O -6.3090 -12.4291 25.4403 -0.458
C -5.4559 -11.4739 25.6677 0.854
O -4.4864 -11.2863 24.9887 -0.584
O -5.7511 -10.8328 26.7931 -0.363
C -4.8088 -9.7761 27.1791 -0.633
H -5.8307 -12.7602 23.4160 0.447
H -6.6365 -14.0468 24.3452 0.337
H -4.9072 -13.7795 24.6627 0.042
H -3.8152 -9.9416 26.7669 0.241
H -4.6944 -9.7583 28.2835 0.260
H -5.2047 -8.8562 26.7498 0.310
C -5.3895 -14.0678 28.2340 0.300
O -6.2000 -15.1770 27.8010 -0.478
C -5.4639 -16.0484 27.0975 0.649
O -4.2896 -15.9610 26.8731 -0.074
O -6.3049 -17.0016 26.6330 -0.409
C -5.8920 -18.2847 26.2245 -0.563
H -4.5535 -14.4283 28.8072 -0.171
H -6.1140 -13.3901 28.7048 0.399
H -4.9567 -13.5030 27.3365 -0.569
H -6.5057 -18.5024 25.3794 0.281
H -6.2644 -18.9239 27.0422 0.331
H -4.8205 -18.3638 25.9840 0.080
C -2.0520 -13.4854 25.8310 0.160
O -2.1539 -12.9016 27.1483 -0.427
C -1.2918 -11.9663 27.5433 0.556
O -1.2452 -11.5864 28.6707 -0.630
O -0.4366 -11.5371 26.5709 -0.313
C 0.6372 -10.6695 27.0705 -0.609
H -1.0460 -13.8504 25.6328 0.166
H -2.3180 -12.8472 25.0030 0.435
H -2.7532 -14.2968 25.9270 -0.203
H 0.2138 -9.7143 27.2889 0.288
H 1.4211 -10.7638 26.3720 0.293
H 1.0962 -11.2028 27.9718 0.113
C -2.8049 -19.5189 20.6443 -0.334
O -4.1985 -19.4352 20.8076 -0.243
C -4.9549 -20.5331 20.8181 0.460
O -4.6079 -21.6818 20.7236 -0.600
O -6.2777 -20.1263 20.8778 0.024
C -7.2721 -21.1771 20.9712 -0.939
H -2.3130 -19.1938 21.5525 -0.242
H -2.5105 -18.8916 19.7745 -0.203
H -2.6714 -20.5495 20.5224 0.996
H -6.8608 -22.0822 20.5788 0.449
H -8.1098 -20.8577 20.3777 0.241
H -7.4732 -21.3296 22.0385 0.267
C 2.9640 -16.0386 26.6200 -0.307
O 2.7700 -15.7930 27.9715 -0.379
C 1.7665 -14.8877 28.2317 0.662
O 1.0758 -14.3308 27.4330 -0.317
O 1.7243 -14.7967 29.5557 -0.353
C 1.1981 -13.6103 30.1680 -0.408
H 3.5473 -15.2627 26.2432 0.388
H 2.0994 -16.2600 26.0067 -0.120
H 3.6880 -16.9202 26.4950 0.266
H 1.1115 -13.8741 31.2444 0.232
H 0.2136 -13.4190 29.7120 0.101
H 1.8343 -12.7352 29.9038 0.245
```

Properties
ΔE to the lowest compared entry with this formula, charge and spin: 1.959 eV
gap between HOMO and LUMO: 10.770 eV
structure (SMILES): COP(=O)(OC)OC.COP(=O)(OC)OC.COP(=O)(OC)OC.COC(=O)OC.COC(=O)OC.COC(=O)OC.COC(=O)OC.COC(=O)OC.COC(=O)OC.COC(=O)OC.COC(=O)OC.COC(=O)OC
HOMO level: -10.4 eV
LUMO: 0.41 eV
electronic energy: -146369.126 eV

---

2.
Formula: C36H84BrN8O3
Source: the Open Molecules 2025 dataset
Level of theory: the ωB97M-V functional and the def2-TZVPD basis

Structure (XYZ):
```
132
Properties=species:S:1:pos:R:3:mulliken_charge:R:1
C 11.3656 -9.9432 -2.7405 -1.100
C 12.8784 -9.5606 -2.6409 -0.533
N 13.1831 -8.5881 -1.5488 0.181
C 12.6684 -7.3331 -1.4340 -0.391
C 13.1840 -6.6970 -0.3290 -0.492
N 13.9987 -7.5938 0.2797 0.139
C 14.0336 -8.7471 -0.4858 -0.154
C 14.7241 -7.4135 1.5256 -0.854
H 10.7838 -9.1510 -3.2117 0.349
H 10.9661 -10.1458 -1.7468 0.327
H 11.1044 -10.8566 -3.2748 0.369
H 13.0777 -9.0869 -3.6022 0.240
H 13.5990 -10.3780 -2.6153 0.506
H 12.0937 -7.0342 -2.2981 0.426
H 12.9631 -5.7531 0.1473 0.479
H 14.6410 -9.6138 -0.2707 0.472
H 15.0478 -6.3772 1.6229 0.339
H 15.6076 -8.0518 1.5185 0.329
H 14.0218 -7.5638 2.3456 0.346
C 16.0659 0.0485 -0.4305 -0.967
C 16.8847 1.1794 0.2907 -0.666
N 17.8792 1.7670 -0.6048 0.202
C 19.0924 1.1665 -0.9955 -0.308
C 19.7293 2.1682 -1.7785 -0.588
N 18.9371 3.3262 -1.8659 0.152
C 17.8560 3.0534 -1.0819 -0.056
C 19.2833 4.5850 -2.4893 -0.775
H 16.7399 -0.7938 -0.5866 0.313
H 15.6306 0.3317 -1.3888 0.312
H 15.2479 -0.2237 0.2365 0.354
H 17.4021 0.8005 1.1721 0.362
H 16.2101 1.9095 0.7378 0.397
H 19.2554 0.1507 -0.6670 0.445
H 20.7157 2.2208 -2.2152 0.478
H 17.0346 3.7271 -0.8874 0.378
H 18.5612 5.3485 -2.1996 0.310
H 19.3409 4.5900 -3.5777 0.290
H 20.2757 4.8621 -2.1336 0.371
C 18.6150 -8.6389 -10.6594 -1.326
C 18.1634 -8.5719 -9.1896 -0.585
C 18.9788 -7.7318 -8.2892 -0.403
C 18.3423 -7.7915 -6.8400 -1.015
N 18.9391 -6.8475 -5.7473 0.071
C 18.2394 -7.1281 -4.3968 -0.554
C 18.2706 -5.8434 -3.6614 -0.932
C 18.2400 -4.7369 -4.7353 -0.311
C 18.5561 -5.4142 -6.0787 -0.702
C 20.4619 -6.9917 -5.6825 -0.946
H 18.7413 -7.6334 -11.0609 0.296
H 17.8714 -9.1018 -11.3082 0.372
H 19.5415 -9.2030 -10.5533 0.346
H 17.9617 -9.5729 -8.8084 0.379
H 17.1998 -8.0761 -9.3074 0.362
H 19.2081 -6.7319 -8.6575 0.314
H 19.9698 -8.1840 -8.3276 0.410
H 18.4372 -8.7599 -6.3489 0.623
H 17.2690 -7.6269 -6.9343 0.381
H 18.7877 -8.0233 -4.1034 0.537
H 17.2040 -7.2645 -4.7089 0.344
H 19.1719 -5.9128 -3.0523 0.332
H 17.5229 -5.7226 -2.8775 0.492
H 19.0139 -4.0130 -4.4801 0.268
H 17.2120 -4.3781 -4.6846 0.354
H 19.2774 -4.9210 -6.7302 0.397
H 17.6226 -5.4748 -6.6381 0.304
H 20.9210 -6.7339 -6.6369 0.324
H 20.8157 -7.9774 -5.3803 0.325
H 20.6073 -6.2382 -4.9084 0.507
C 27.4785 -5.1338 -8.9887 -0.901
N 28.7787 -5.2345 -8.1357 -0.251
C 28.4650 -4.6112 -6.7261 -0.814
C 29.0853 -6.7512 -7.9115 -0.795
C 29.9347 -4.4871 -8.8903 -0.335
C 30.1596 -4.7792 -10.4097 -0.743
O 30.4787 -6.0672 -10.6160 -0.473
H 27.3782 -4.1289 -9.3989 0.369
H 26.5848 -5.3434 -8.4009 0.359
H 27.6796 -5.8849 -9.7526 0.392
H 28.3734 -3.5593 -6.9965 0.392
H 29.3973 -4.8342 -6.2072 0.409
H 27.5077 -5.0148 -6.3963 0.329
H 29.8888 -6.7845 -7.1756 0.379
H 29.4535 -7.2441 -8.8112 0.376
H 28.1432 -7.1739 -7.5623 0.387
H 30.8162 -4.7931 -8.3269 0.412
H 29.7349 -3.4325 -8.7002 0.361
H 31.0636 -4.2483 -10.7083 0.416
H 29.5764 -4.2752 -11.1804 0.378
H 29.8100 -6.3704 -11.2344 0.353
C 22.5364 -2.5150 -15.9524 -0.929
N 23.1614 -2.6825 -14.5154 -0.141
C 23.0377 -4.2286 -14.1172 -0.765
C 24.6487 -2.1676 -14.5903 -0.809
C 22.3181 -1.8236 -13.4688 -0.707
C 22.8698 -1.7228 -12.0781 -0.443
O 22.8024 -2.8926 -11.2812 -0.483
H 21.5583 -2.9789 -16.0796 0.368
H 23.1528 -3.1034 -16.6320 0.430
H 22.6022 -1.4598 -16.2178 0.421
H 22.0263 -4.4071 -13.7520 0.364
H 23.6594 -4.4466 -13.2489 0.316
H 23.3023 -4.9562 -14.8845 0.361
H 24.9848 -2.4371 -13.5890 0.375
H 24.7072 -1.0812 -14.6566 0.328
H 25.0938 -2.6569 -15.4567 0.373
H 21.2967 -2.2024 -13.4319 0.468
H 22.2933 -0.8308 -13.9181 0.387
H 22.0736 -1.1274 -11.6313 0.323
H 23.8180 -1.1924 -11.9907 0.449
H 23.1161 -2.5664 -10.4345 0.315
C 15.2522 0.2018 -7.7180 -0.820
N 16.0124 1.0236 -8.7734 0.016
C 16.5894 0.1221 -9.9153 -0.944
C 15.0123 1.8747 -9.6544 -0.960
C 17.0823 1.9140 -8.0788 -0.623
C 18.4365 1.2551 -7.8083 -0.677
O 18.3664 0.1180 -7.0085 -0.450
H 15.0136 0.8504 -6.8750 0.340
H 15.8778 -0.6359 -7.4100 0.348
H 14.3392 -0.1806 -8.1744 0.389
H 17.0588 0.7251 -10.6926 0.392
H 15.7332 -0.4510 -10.2714 0.474
H 17.3365 -0.5622 -9.5132 0.312
H 14.3325 2.3795 -8.9680 0.431
H 14.2870 1.2787 -10.2084 0.408
H 15.4220 2.5788 -10.3786 0.401
H 16.7244 2.3690 -7.1552 0.399
H 17.2312 2.8376 -8.6382 0.394
H 19.1654 1.9926 -7.4723 0.477
H 18.9428 1.0052 -8.7407 0.389
H 19.2877 -0.1517 -7.0012 0.301
Br 17.7018 -12.4745 -2.4226 -0.939
```

Properties
gap between HOMO and LUMO: 2.096 eV
HOMO level: -11.7 eV
total charge: +5
LUMO: -9.64 eV
electronic energy: -126748.254 eV

---

3.
Formula: C36H84N12O12
Source: the Open Molecules 2025 dataset
Level of theory: the ωB97M-V functional and the def2-TZVPD basis

Structure (XYZ):
```
144
Properties=species:S:1:pos:R:3:mulliken_charge:R:1
C 0.6673 -0.8436 -4.3316 -0.625
N 1.1136 -1.4059 -5.5721 0.326
C 0.0662 -1.5619 -6.5840 -0.848
C 2.4059 -1.4834 -5.9764 0.172
O 2.7364 -1.7121 -7.1189 -0.636
H 1.4724 -0.5029 -3.6733 0.189
H 0.0757 -1.5559 -3.7521 -0.220
H 0.0819 0.0773 -4.4321 0.404
H 0.4140 -2.3416 -7.2561 0.387
H -0.7673 -2.0425 -6.0548 0.106
H -0.2965 -0.6324 -7.0154 0.304
H 3.1022 -1.1951 -5.1750 0.371
C -0.9494 5.5036 -2.0275 -0.987
N -1.5049 4.1917 -2.3378 0.545
C -2.5358 4.1799 -3.3510 -0.965
C -0.8344 3.0784 -2.0036 -0.371
O -1.1173 1.9541 -2.3774 -0.516
H -1.7272 6.1565 -1.6287 0.353
H -0.4006 5.9436 -2.8561 0.293
H -0.2994 5.4057 -1.1533 0.302
H -3.3866 4.7863 -3.0438 0.321
H -2.1923 4.5207 -4.3320 0.336
H -2.8510 3.1497 -3.5141 0.157
H -0.0440 3.3234 -1.2767 0.521
C -5.8649 0.8083 4.8870 -1.021
N -4.6321 0.6597 4.1194 0.155
C -4.7338 0.6833 2.6741 -0.234
C -3.4635 0.5274 4.7660 0.513
O -3.3150 0.5366 5.9758 -0.685
H -6.4451 1.6617 4.5309 0.295
H -5.6681 1.0469 5.9276 0.302
H -6.3969 -0.1390 4.8062 0.348
H -3.7584 0.6750 2.1985 -0.330
H -5.3544 -0.1632 2.3611 0.407
H -5.3078 1.5745 2.4022 0.191
H -2.6157 0.3260 4.0930 0.106
C -3.4057 0.1352 -5.6068 -0.595
N -3.2765 -0.9083 -4.5902 0.120
C -3.6553 -2.2418 -5.0440 -0.970
C -2.4926 -0.7173 -3.5031 0.890
O -2.2756 -1.5494 -2.6401 -0.679
H -2.8012 -0.0462 -6.4983 0.225
H -3.1620 1.1293 -5.2411 0.095
H -4.4664 0.0817 -5.8639 0.353
H -3.0842 -2.4515 -5.9497 0.322
H -3.3924 -2.9702 -4.2806 0.203
H -4.7388 -2.2665 -5.1635 0.363
H -2.0734 0.3008 -3.5649 -0.230
C -5.2768 4.1037 0.0488 -0.932
N -4.3199 3.7449 1.1036 0.350
C -3.0091 3.2999 0.6896 -0.048
C -4.5304 4.0706 2.4007 -0.176
O -3.6757 4.1315 3.2534 -0.485
H -5.5638 3.1572 -0.4167 0.307
H -4.7577 4.7607 -0.6462 0.250
H -6.1945 4.5165 0.4590 0.345
H -2.6595 2.5309 1.3819 -0.477
H -3.0038 2.7591 -0.2596 0.147
H -2.3347 4.1577 0.6197 0.314
H -5.5880 4.2396 2.6513 0.304
C 0.8596 -0.5324 5.0205 -0.752
N 0.8044 -0.2228 6.4334 0.188
C 1.7057 0.8220 6.9036 -0.729
C -0.1659 -0.7640 7.1877 0.258
O -0.2575 -0.5988 8.3954 -0.641
H 1.6238 -1.2492 4.7077 0.465
H 1.0605 0.3746 4.4439 -0.137
H -0.0777 -0.9097 4.6093 0.283
H 2.7027 0.4256 6.6867 0.269
H 1.4585 1.7370 6.3633 0.111
H 1.6387 0.9904 7.9718 0.357
H -0.8782 -1.3775 6.6181 0.316
C 5.8792 -3.3015 1.3512 -0.821
N 5.4208 -3.0168 2.6969 0.089
C 6.3172 -3.3535 3.7889 -0.994
C 4.2372 -2.4360 2.9355 0.755
O 3.8174 -2.0726 4.0218 -0.695
H 6.8368 -2.8275 1.1233 0.330
H 5.0868 -3.0107 0.6671 0.179
H 6.1140 -4.3663 1.2542 0.336
H 6.1932 -2.7314 4.6694 0.317
H 6.2912 -4.4114 4.0539 0.287
H 7.3250 -3.1422 3.4163 0.340
H 3.6254 -2.2846 2.0320 -0.193
C -0.8942 -4.4858 -3.4943 -0.925
N 0.2839 -5.1464 -2.9479 0.370
C 1.4629 -4.2914 -2.9115 -1.253
C 0.3956 -6.4886 -3.0164 0.111
O 1.4162 -7.1189 -2.7872 -0.581
H -0.7469 -3.8025 -4.3349 0.178
H -1.2424 -3.8273 -2.6912 0.265
H -1.7052 -5.1655 -3.7445 0.408
H 2.3074 -4.7204 -2.3882 0.457
H 1.7561 -3.9586 -3.9096 0.395
H 1.1357 -3.4000 -2.3675 0.339
H -0.5367 -6.9940 -3.3269 0.335
C 0.3699 -0.5045 -0.7030 -0.818
N 0.1729 -0.0630 0.6680 0.679
C 1.3907 0.2573 1.3893 0.661
C -1.0333 0.3093 1.1269 -0.314
O -1.1771 0.8329 2.2229 -0.342
H 0.6561 0.2614 -1.4229 0.066
H -0.5389 -0.9922 -1.0609 0.187
H 1.1064 -1.3114 -0.6637 0.257
H 1.9639 1.0520 0.9048 0.250
H 1.2155 0.6055 2.4020 -0.729
H 1.9682 -0.6652 1.4510 -0.364
H -1.8775 0.0502 0.4742 0.435
C 1.5389 -6.9348 1.0868 -0.864
N 1.6095 -5.5289 1.4415 0.157
C 1.8269 -5.2699 2.8457 -0.794
C 1.6697 -4.5722 0.4997 0.475
O 1.8926 -3.3845 0.6675 -0.495
H 0.9574 -7.4873 1.8192 0.315
H 2.5592 -7.3405 1.0862 0.347
H 1.2066 -7.0601 0.0566 0.216
H 1.0456 -5.6335 3.5118 0.351
H 2.7657 -5.7518 3.1507 0.351
H 2.0447 -4.2367 3.1158 0.054
H 1.7030 -4.9791 -0.5167 -0.221
C 4.2092 4.3597 -3.5580 -0.901
N 3.4956 3.1650 -3.9928 0.266
C 2.4079 2.7708 -3.1250 -0.614
C 3.7194 2.6238 -5.2061 0.069
O 3.2376 1.5714 -5.5888 -0.523
H 4.5993 4.2712 -2.5468 0.276
H 3.5368 5.2182 -3.6415 0.335
H 5.0408 4.5482 -4.2355 0.312
H 1.8934 1.8660 -3.4362 -0.103
H 2.8363 2.5744 -2.1393 0.392
H 1.6686 3.5725 -3.0490 0.294
H 4.5246 3.1101 -5.7780 0.277
C -0.3390 3.8333 2.8303 0.020
N 0.4730 3.9234 4.0157 0.259
C 1.8982 3.7920 3.8796 -1.084
C -0.0827 4.2479 5.1996 0.133
O 0.5258 4.4934 6.2227 -0.618
H -0.0590 4.5625 2.0543 0.302
H -1.4110 3.8502 2.9910 -0.219
H -0.0501 2.8896 2.3502 -0.064
H 2.1936 2.7833 3.5716 0.257
H 2.2211 4.4397 3.0548 0.375
H 2.4155 4.0725 4.7903 0.349
H -1.1772 4.3080 5.1143 0.367
```

Properties
ΔE to the lowest compared entry with this formula, charge and spin: 7.825 eV
gap between HOMO and LUMO: 7.820 eV
structure (SMILES): CN(C)C=O.CN(C)C=O.CN(C)C=O.CN(C)C=O.CN(C)C=O.CN(C)C=O.CN(C)C=O.CN(C)C=O.CN(C)C=O.CN(C)C=O.CN(C)C=O.CN(C)C=O
HOMO level: -8.0 eV
LUMO: -0.19 eV
electronic energy: -81145.146 eV